(1)
Formula: C53H66F5NO3
Source: the Open Molecules 2025 dataset
Level of theory: wB97M-V/def2-TZVPD

Orbital gap   9.68 eV
Largest force on an atom   4.00 eV Å⁻¹
2S+1   1
Energy   -77245.401 eV
HOMO energy   -9.221 eV
Structure (SMILES)   CC[C@@H](C)N(CCCC(F)(F)C(F)(F)F)C(=O)OOC[C@H](C)CC(C)C.c1ccccc1.c1ccccc1.c1ccccc1.c1ccccc1.c1ccccc1.c1ccccc1

Each line ends with the Löwdin charge.
CARTESIAN COORDINATES (ANGSTROEM)
C -2.929 -1.717 -1.200  -0.11
C -3.985 -1.127 -0.114  -0.16
C -4.040 0.488 -0.274  -0.33
C -5.547 1.011 -0.182  -0.06
N -3.056 1.183 0.585  -0.07
C -2.622 2.506 0.074  -0.14
C -1.127 2.747 0.666  -0.14
C -0.220 3.676 -0.266  -0.06
C 0.934 2.855 -0.990  -0.31
F 1.684 3.792 -1.742  0.05
F 1.835 2.249 -0.079  0.05
C 0.393 1.758 -2.022  -0.35
F 0.025 0.580 -1.355  0.10
F 1.443 1.437 -2.907  0.10
F -0.642 2.252 -2.835  0.10
C -3.378 1.177 1.997  -0.37
O -4.309 1.754 2.569  0.12
O -2.450 0.455 2.847  -0.01
O -2.467 0.952 4.112  -0.11
C -1.634 2.128 4.241  -0.15
C -1.477 2.473 5.787  -0.27
C -2.143 3.930 6.061  -0.08
C 0.030 2.574 6.307  -0.18
C 1.046 1.513 5.672  -0.36
C 2.021 0.945 6.838  -0.10
C 2.032 2.366 4.696  -0.10
H -3.434 -2.333 -2.009  0.07
H -2.318 -0.907 -1.706  0.05
H -2.179 -2.364 -0.622  0.08
H -3.682 -1.397 0.943  0.11
H -4.997 -1.548 -0.421  0.10
H -3.710 0.671 -1.359  0.13
H -5.603 2.028 0.342  0.08
H -6.053 1.129 -1.191  0.08
H -6.225 0.304 0.439  0.07
H -2.498 2.431 -1.057  0.12
H -3.324 3.370 0.343  0.14
H -1.250 3.188 1.701  0.10
H -0.703 1.689 0.796  0.13
H 0.281 4.437 0.429  0.14
H -0.865 4.193 -1.039  0.13
H -2.232 2.998 3.777  0.12
H -0.662 2.076 3.656  0.12
H -2.031 1.766 6.487  0.15
H -3.023 4.148 5.382  0.08
H -2.407 4.079 7.157  0.08
H -1.331 4.712 5.832  0.08
H -0.004 2.351 7.435  0.12
H 0.469 3.631 6.235  0.09
H 0.531 0.675 5.101  0.13
H 2.772 1.760 7.133  0.07
H 2.554 0.015 6.437  0.08
H 1.428 0.630 7.755  0.07
H 1.505 3.334 4.376  0.07
H 2.984 2.689 5.227  0.07
H 2.241 1.806 3.717  0.08
C 4.652 -0.565 -0.819  -0.09
C 3.280 -0.356 -0.722  -0.09
C 2.400 -1.419 -0.906  -0.09
C 2.894 -2.691 -1.176  -0.09
C 4.266 -2.900 -1.270  -0.10
C 5.145 -1.837 -1.096  -0.09
H 5.338 0.263 -0.680  0.10
H 2.898 0.639 -0.503  0.08
H 1.332 -1.257 -0.837  0.08
H 2.208 -3.521 -1.314  0.10
H 4.650 -3.893 -1.479  0.08
H 6.214 -1.999 -1.174  0.10
C 4.260 6.568 6.653  -0.10
C 2.954 6.110 6.792  -0.10
C 2.620 5.271 7.850  -0.10
C 3.590 4.897 8.775  -0.10
C 4.895 5.359 8.638  -0.10
C 5.231 6.191 7.575  -0.10
H 4.521 7.220 5.826  0.10
H 2.196 6.406 6.074  0.10
H 1.603 4.908 7.954  0.09
H 3.328 4.247 9.602  0.10
H 5.650 5.069 9.360  0.10
H 6.250 6.546 7.465  0.10
C -10.963 -0.273 1.722  -0.10
C -11.221 -1.046 0.595  -0.10
C -10.199 -1.785 0.008  -0.10
C -8.919 -1.757 0.555  -0.10
C -8.662 -0.987 1.684  -0.11
C -9.683 -0.241 2.265  -0.09
H -11.760 0.305 2.177  0.10
H -12.220 -1.073 0.173  0.10
H -10.398 -2.382 -0.874  0.10
H -8.123 -2.337 0.100  0.10
H -7.665 -0.967 2.111  0.10
H -9.481 0.363 3.142  0.10
C 4.249 -8.230 -4.674  -0.09
C 4.236 -6.840 -4.738  -0.09
C 4.797 -6.090 -3.710  -0.10
C 5.381 -6.731 -2.622  -0.10
C 5.397 -8.120 -2.559  -0.10
C 4.827 -8.870 -3.583  -0.09
H 3.808 -8.814 -5.474  0.08
H 3.786 -6.341 -5.590  0.10
H 4.781 -5.007 -3.757  0.09
H 5.823 -6.146 -1.822  0.09
H 5.854 -8.619 -1.711  0.10
H 4.835 -9.953 -3.531  0.10
C 0.949 -10.535 -8.473  -0.10
C 1.685 -9.521 -7.869  -0.10
C 2.838 -9.039 -8.480  -0.10
C 3.249 -9.565 -9.701  -0.10
C 2.511 -10.576 -10.306  -0.10
C 1.363 -11.065 -9.691  -0.10
H 0.052 -10.913 -7.994  0.10
H 1.360 -9.106 -6.920  0.10
H 3.415 -8.253 -8.006  0.09
H 4.145 -9.186 -10.180  0.10
H 2.831 -10.985 -11.259  0.10
H 0.791 -11.857 -10.160  0.10
C 1.010 6.807 -6.351  -0.10
C 1.789 7.727 -5.658  -0.10
C 2.301 7.402 -4.406  -0.10
C 2.041 6.153 -3.851  -0.09
C 1.264 5.231 -4.547  -0.09
C 0.745 5.560 -5.795  -0.09
H 0.608 7.062 -7.326  0.10
H 1.997 8.699 -6.093  0.10
H 2.903 8.122 -3.862  0.10
H 2.444 5.898 -2.877  0.09
H 1.063 4.257 -4.116  0.08
H 0.136 4.844 -6.335  0.10

(2)
Formula: C10H16
Source: the Open Molecules 2025 dataset
Level of theory: wB97M-V/def2-TZVPD

Orbital gap   10.04 eV
Largest force on an atom   0.72 eV Å⁻¹
2S+1   1
Relative energy (zero: lowest compared OMol25 entry of this formula, charge and spin)   0.258 eV
Energy   -10629.486 eV
HOMO energy   -9.076 eV
Structure (SMILES)   Cc1ccccc1.CCC

Each line ends with the Löwdin charge.
CARTESIAN COORDINATES (ANGSTROEM)
C -2.423 0.274 -1.811  -0.31
C -3.358 -0.882 -1.403  -0.12
C -1.928 0.147 -3.251  -0.13
H -2.957 1.216 -1.689  0.09
H -1.555 0.288 -1.163  0.08
H -3.244 -1.737 -2.075  0.07
H -2.772 0.155 -3.955  0.07
H -4.393 -0.577 -1.320  0.06
H -3.090 -1.274 -0.420  0.06
H -1.252 0.961 -3.495  0.06
H -1.430 -0.810 -3.405  0.07
C 2.344 1.904 -0.081  -0.06
C 1.200 -1.581 0.847  -0.09
C 0.603 -1.363 2.081  -0.10
C 1.724 -0.519 0.136  -0.06
C 1.667 0.774 0.653  -0.29
C 0.518 -0.083 2.592  -0.09
C 1.069 0.986 1.888  -0.06
H 1.255 -2.566 0.411  0.10
H 0.237 -2.225 2.618  0.10
H 2.140 -0.655 -0.850  0.11
H 0.024 0.112 3.531  0.10
H 1.845 2.865 0.040  0.08
H 2.383 1.690 -1.151  0.07
H 0.993 1.980 2.322  0.11
H 3.373 1.972 0.263  0.08

(3)
Formula: C4H4Br2S
Source: the Open Molecules 2025 dataset
Level of theory: wB97M-V/def2-TZVPD

Orbital gap (spin up / spin down)   6.22 / 6.60 eV
⟨S²⟩   2.0070
Largest force on an atom   9.29 eV Å⁻¹
2S+1   3
Relative energy (zero: lowest compared OMol25 entry of this formula, charge and spin)   3.734 eV
Energy   -155125.308 eV
HOMO energy (spin up / spin down)   -5.738 / -9.014 eV

Each line ends with the Löwdin charge.
CARTESIAN COORDINATES (ANGSTROEM)
C 2.245 0.915 1.631  -0.62
C 2.891 0.408 0.743  -0.75
C -0.604 -1.074 -1.478  -0.14
C 0.097 -1.429 -0.408  -0.67
S 1.210 2.017 2.439  0.73
Br 3.916 -0.539 -0.391  0.78
Br -0.832 -2.425 0.896  0.72
H 0.389 2.089 1.339  -0.10
H -0.299 -0.710 -2.431  0.04
H -1.681 -1.219 -1.537  0.04
H 1.108 -1.209 -0.217  -0.04

(4)
Formula: C5H37N2O12
Source: the Open Molecules 2025 dataset
Level of theory: wB97M-V/def2-TZVPD

Net charge   +1
Orbital gap   7.92 eV
Largest force on an atom   5.47 eV Å⁻¹
2S+1   1
Relative energy (zero: lowest compared OMol25 entry of this formula, charge and spin)   5.804 eV
Energy   -33327.284 eV
HOMO energy   -10.501 eV

Each line ends with the Löwdin charge.
CARTESIAN COORDINATES (ANGSTROEM)
C 1.681 -1.242 -0.727  -0.15
C 1.147 -2.666 -0.356  -0.12
C 1.194 -2.743 1.257  -0.18
N -0.471 -0.392 3.649  0.02
C 0.390 -1.350 3.167  -0.18
C 0.231 -1.809 1.903  -0.14
N 0.541 -0.217 -1.001  0.15
H 2.174 -1.410 -1.687  0.10
H 2.507 -0.913 -0.105  0.08
H 0.150 -2.840 -0.771  0.06
H 1.793 -3.389 -0.777  0.09
H 2.157 -2.572 1.696  0.10
H 0.977 -3.827 1.447  0.12
H -1.323 -0.345 2.996  0.07
H -0.627 -0.169 4.638  0.11
H 1.158 -1.517 3.802  0.09
H -0.685 -1.472 1.442  0.07
H 0.312 0.409 -0.169  0.06
H 0.794 0.305 -1.880  0.13
H -0.416 -0.776 -1.121  0.14
H -3.335 -0.550 2.393  0.06
H -2.672 -1.987 1.959  0.02
O -2.669 -1.097 2.013  0.00
H -0.001 -0.937 -5.202  0.01
H -0.701 -0.976 -3.945  0.02
O 0.161 -0.737 -4.312  -0.04
H 2.399 2.618 -2.529  0.00
H 1.366 2.995 -1.544  -0.02
O 2.215 2.492 -1.641  -0.05
H 4.808 -0.899 -1.372  0.02
H 4.333 -2.269 -1.585  0.09
O 4.413 -1.569 -0.871  -0.05
H -2.021 2.136 -1.839  0.07
H -1.056 2.215 -0.633  0.01
O -1.258 1.735 -1.439  -0.04
H -0.298 3.955 -2.165  0.05
H -0.634 3.755 -0.748  0.03
O 0.062 3.703 -1.371  0.01
H -0.388 0.722 1.734  0.02
H 1.042 1.270 1.358  0.02
O 0.103 1.257 1.146  -0.04
H -3.495 -0.983 -1.758  0.07
H -2.698 0.066 -0.948  -0.01
O -3.211 -0.701 -0.892  0.00
H 3.111 1.332 1.814  0.08
H 2.923 2.217 0.715  0.13
O 2.613 1.269 0.982  -0.06
H -1.594 3.424 1.802  0.03
H -0.448 3.022 1.222  -0.05
O -0.825 3.856 1.420  -0.02
H -2.155 -1.828 -1.350  0.06
H -1.250 -3.231 -1.544  0.04
O -1.560 -2.443 -2.037  -0.15
H -3.847 0.997 0.971  0.05
H -3.756 2.262 1.751  0.01
O -3.360 1.846 1.044  -0.01